The following is a DFT calculation (wB97M-V/def2-TZVPD) of a molecular structure, C17H19BN6O3Pt in a non-equilibrium geometry.

```
47
C17H19BN6O3Pt (wB97M-V/def2-TZVPD)
H -0.61766 -2.21900 2.70268
N -1.32534 -1.70539 0.77209
B -2.35489 -1.97063 -1.70771
N -2.05002 -2.41569 -0.21423
C -2.71490 -3.39380 0.43650
Pt -1.38364 0.08499 1.50616
H -3.53410 -3.93746 -0.01679
C -2.22258 -3.49705 1.73661
H -2.54385 -4.16664 2.52059
C -1.25590 -2.52677 1.88623
H -3.42869 -2.38774 -1.99847
C 3.67985 2.59520 -0.33554
H 3.95751 3.63252 -0.11545
H 2.58634 2.51330 -0.28675
H 4.01473 2.39804 -1.35918
N -1.26927 -2.31914 -2.79726
N -2.45498 -0.42252 -1.41473
N -0.04379 -1.72128 -2.50954
N -1.81244 0.37976 -0.43328
C -1.09600 -3.04118 -3.93488
C -3.49884 0.29604 -1.87190
H -1.93839 -3.54893 -4.38417
H -4.31824 -0.15511 -2.41433
C 0.23269 -2.95544 -4.34613
C -3.37115 1.60925 -1.44159
C 0.81104 -2.13600 -3.35241
C -2.23271 1.67210 -0.65219
H 0.74965 -3.36315 -5.19132
H -4.03538 2.43064 -1.62543
H 1.85886 -1.87983 -3.25099
H -1.78487 2.47675 -0.10222
H 4.16214 1.94473 0.35247
O 0.90977 0.20018 3.78745
C 1.69300 1.20145 3.66321
C 3.01815 1.21793 4.21160
C 3.86512 2.28654 4.00384
C 3.47681 3.38748 3.22256
C 2.20552 3.42288 2.65702
C 1.30441 2.41585 2.94320
C -0.04308 2.51947 2.37244
O -0.36505 3.19723 1.41879
O -0.97545 1.82980 3.13504
H -0.44894 1.05682 3.57231
H 3.32228 0.35276 4.79846
H 4.85998 2.26986 4.45094
H 4.15843 4.22001 3.05455
H 1.87949 4.22637 1.99285
```

Values from the calculation:
Net charge: +2
2S+1: 5
E_LUMO (spin up / spin down) (eV): -7.2509 / -10.6486
Gap between HOMO and LUMO (spin up / spin down) (eV): 6.58 / 3.12

Let us look at the Mulliken charges, expressed in e, one per atom: 0.633 -0.149 0.243 0.187 -0.074 0.741 0.457 -0.827 0.438 -0.209 -0.069 -0.918 0.262 0.110 0.323 0.354 0.200 -0.716 -0.152 -0.356 -0.080 0.452 0.461 -0.605 -0.846 -0.164 -0.252 0.412 0.445 0.458 0.729 0.252 -0.705 0.689 -0.507 -0.445 -0.550 -0.417 0.631 0.424 -0.562 -0.641 0.461 0.469 0.434 0.470 0.509


The following is a DFT calculation (wB97M-V/def2-TZVPD) of a gas-phase ion, C17H19BrN3O (charge +1).

```
41
C17H19BrN3O (wB97M-V/def2-TZVPD)
O -2.23506 -0.43143 2.26938
C -2.69272 0.05667 1.26323
C -3.65834 -0.64767 0.38103
C -4.87036 -1.10949 0.89103
C -5.71829 -1.81728 0.05745
C -5.32349 -2.04075 -1.25581
N -4.15951 -1.63762 -1.73446
C -3.34743 -0.97559 -0.93778
N -2.29231 1.31080 0.85476
C -2.75122 2.04831 -0.29021
C -1.58367 2.18787 -1.29760
N -0.30265 1.93567 -0.59432
C 0.89097 2.21255 -1.43932
C 2.12913 1.63804 -0.80015
C 3.13920 2.45936 -0.31564
C 4.26288 1.90166 0.27425
C 4.38326 0.52960 0.39939
C 3.37068 -0.28904 -0.08197
Br 3.50614 -2.18126 0.07674
C 2.24732 0.25752 -0.68319
C -0.28340 2.67248 0.69075
C -1.30557 2.02460 1.64003
H -5.13066 -0.90891 1.91917
H -6.66349 -2.18906 0.41755
H -5.95548 -2.57189 -1.95316
H -2.38876 -0.71497 -1.37237
H -3.08827 3.03802 0.03749
H -3.59592 1.54185 -0.75638
H -1.68217 1.46947 -2.11360
H -1.55653 3.19266 -1.72240
H -0.27449 0.93684 -0.34498
H 0.72676 1.75576 -2.41889
H 0.98336 3.29268 -1.56722
H 3.05911 3.53143 -0.41157
H 5.04964 2.54176 0.63994
H 5.25572 0.09422 0.85938
H 1.48856 -0.40458 -1.07560
H 0.72055 2.62663 1.11578
H -0.52930 3.71596 0.48478
H -1.78178 2.79199 2.25983
H -0.84058 1.29331 2.30732
```

Values from the calculation:
Net charge: +1
E_LUMO (eV): -2.5423
SMILES string: O=C(c1cccnc1)N1CC[NH+](Cc2cccc(Br)c2)CC1
Gap between HOMO and LUMO (eV): 9.72

Let us look at the Mulliken charges, expressed in e, one per atom: -0.598 0.595 0.302 -0.493 -0.451 -0.314 -0.605 -0.160 -0.021 -0.835 -0.645 0.331 -0.950 0.511 -0.425 -0.673 -0.355 -0.352 -0.142 -0.189 -0.351 -0.981 0.475 0.415 0.394 0.472 0.376 0.446 0.485 0.368 0.184 0.362 0.458 0.402 0.405 0.439 0.579 0.371 0.374 0.324 0.471


The following is a DFT calculation (wB97M-V/def2-TZVPD) of a molecular structure, C17H19BrN4O5Pb in a non-equilibrium geometry.

```
47
C17H19BrN4O5Pb (wB97M-V/def2-TZVPD)
Pb -1.10040 -1.31840 1.09251
C 0.03571 2.84103 0.88030
C -0.06667 1.83281 2.02565
C 0.50014 2.44694 3.28850
O 0.60186 0.64253 1.70124
C -1.62428 1.56577 2.23072
O -2.27137 2.40183 2.90301
O -2.18433 0.50030 1.77125
H 1.03495 3.08137 0.51074
H -0.48899 3.78968 1.21429
H -0.62364 2.53104 0.04055
H 1.58447 2.41831 3.14619
H 0.29226 1.81834 4.12796
H 0.10461 3.44568 3.46959
H 0.86224 0.75371 0.76332
Br 7.11712 -2.23523 0.24699
C 5.30881 -1.92046 -0.07664
C 4.61192 -1.24060 0.92618
C 3.40473 -0.65499 0.62735
C 2.85649 -0.88711 -0.63590
C 3.46118 -1.72390 -1.60234
C 4.75908 -2.17095 -1.35543
N 1.55795 -0.43287 -0.88515
C 1.19461 -0.10594 -2.03641
C -0.22603 0.28114 -2.35074
C -0.59442 0.57254 -3.63555
C -1.89739 1.04548 -3.84195
C -2.80017 0.88970 -2.83502
C -2.41838 0.49595 -1.57610
N -1.10652 0.21499 -1.34771
H 4.98767 -1.04413 1.95784
H 2.84913 -0.05490 1.37686
H 2.92757 -2.02789 -2.53438
H 5.32754 -2.87162 -2.03514
H 1.92232 0.02152 -2.86893
H 0.09552 0.66443 -4.47090
H -2.22982 1.39649 -4.83768
H -3.90050 1.08750 -3.02907
H -3.10051 0.38547 -0.74973
N -3.30698 -2.33302 2.22750
N -4.14607 -2.35068 1.10576
C -3.78535 -2.28531 -0.25821
O -4.71138 -2.11521 -1.03345
O -2.43617 -2.27957 -0.42148
H -3.54945 -3.20658 2.69058
H -3.68043 -1.64613 2.89039
H -5.14861 -2.21907 1.20262
```

Values from the calculation:
E_LUMO (eV): -0.7481
Gap between HOMO and LUMO (eV): 8.13

Let us look at the Mulliken charges, expressed in e, one per atom: 1.221 -1.753 2.022 -1.854 -0.492 0.204 -0.713 -0.460 0.431 0.432 0.320 0.455 0.433 0.312 0.067 -0.179 0.240 -0.593 -0.168 0.059 -0.325 -0.630 -0.128 -0.419 0.352 -0.744 -0.482 -0.692 -0.368 0.417 0.356 0.412 0.462 0.317 0.510 0.381 0.378 0.308 0.530 -0.563 -0.107 0.651 -0.658 -0.702 0.291 0.251 0.218


The following is a DFT calculation (wB97M-V/def2-TZVPD) of a molecular structure, C17H19BrN7PPd.

```
46
C17H19BrN7PPd (wB97M-V/def2-TZVPD)
Pd -1.18280 -0.71981 -0.69089
C -0.72136 2.94204 0.74287
N 0.31377 2.83870 -0.27114
C 0.35704 3.60365 -1.41001
C 1.39244 3.12576 -2.15467
N 1.98381 2.07200 -1.51112
C 1.30368 1.91698 -0.39175
P 1.95090 0.68652 0.78428
C 2.00519 -0.71552 -0.37426
N 0.98883 -1.42303 -0.82807
C 1.50756 -2.30171 -1.73409
C 2.85549 -2.11373 -1.83450
N 3.16636 -1.10765 -0.96161
C 4.46185 -0.46001 -0.85401
C 0.50314 0.22794 1.78105
N -0.68131 -0.15912 1.34318
C -1.46406 -0.36574 2.44016
C -0.74175 -0.09481 3.56684
N 0.50154 0.28482 3.14668
C 1.61921 0.59567 4.02220
H -1.17014 3.92966 0.66899
H -0.29694 2.82989 1.73942
H -1.47963 2.17546 0.58918
H -0.34984 4.39724 -1.57897
H 1.73793 3.47077 -3.11437
H 0.88109 -3.00556 -2.25458
H 3.60656 -2.59170 -2.43871
H 5.23451 -1.17750 -1.11990
H 4.62448 -0.12664 0.16813
H 4.50478 0.40225 -1.51839
H -2.48414 -0.69815 2.34682
H -0.99483 -0.14178 4.61178
H 1.24439 1.10363 4.90804
H 2.31882 1.24734 3.50705
H 2.13777 -0.31477 4.32126
Br -5.67625 -3.30015 0.17610
C -4.35027 -2.36178 -0.80580
C -3.59222 -3.06512 -1.77511
C -2.63861 -2.37298 -2.46150
N -2.39582 -1.03291 -2.33252
C -3.10667 -0.37596 -1.34263
C -4.13236 -1.04712 -0.58008
H -3.76824 -4.11177 -1.97437
H -2.03788 -2.87524 -3.21290
H -3.21769 0.69829 -1.47558
H -4.71834 -0.48831 0.13747
```

Values from the calculation:
Energy relative to the best compared isomer or geometry (same formula, charge and spin) (kJ/mol): 0.0
E_LUMO (eV): 0.4135
Gap between HOMO and LUMO (eV): 6.74

Let us look at the Mulliken charges, expressed in e, one per atom: 0.287 -0.760 0.292 -0.108 -0.784 -0.395 0.186 -0.233 0.213 -0.088 -1.006 -0.113 0.251 -0.855 -0.262 0.236 -0.952 -0.359 0.249 -0.909 0.356 0.321 0.189 0.393 0.413 0.449 0.423 0.361 0.318 0.296 0.499 0.458 0.360 0.369 0.302 -0.223 0.265 -0.462 -0.415 -0.778 -0.058 -0.544 0.422 0.424 0.466 0.501


The following is a DFT calculation (wB97M-V/def2-TZVPD) of a molecular structure, C17H19Cl2N3Pr in a non-equilibrium geometry.

```
42
C17H19Cl2N3Pr (wB97M-V/def2-TZVPD)
Pr -0.16966 -1.69350 -0.36077
Cl -2.36953 -2.61741 -1.47233
Cl 1.61254 -1.43393 1.56008
C 0.52976 -3.88918 -0.13937
H 1.11517 -3.88963 0.79629
H -0.32462 -4.60483 -0.19613
C 1.36952 -2.15159 -2.28279
C 1.31456 -3.34617 -1.48917
H 1.28690 -1.13712 -1.72609
C 0.65105 -4.29610 -2.56864
H 2.37224 -3.61277 -1.19096
C 1.45261 -4.42101 -3.87974
H 0.45982 -5.30332 -2.11198
H -0.36769 -3.87208 -2.79114
C 1.61732 -3.03981 -4.54763
H 2.44682 -4.87652 -3.68441
H 0.90779 -5.13016 -4.53570
C 2.30132 -2.12130 -3.51061
H 2.16670 -3.09273 -5.48576
H 0.62525 -2.62479 -4.77107
H 3.35198 -2.51061 -3.40796
H 2.33351 -1.05917 -3.82744
N -0.41785 7.87213 5.45168
C -0.60074 6.90031 4.82943
C -0.80652 5.71737 4.04602
C 0.13838 5.37144 3.06035
C -0.04269 4.22336 2.28762
C -1.19917 3.44654 2.47436
C -2.15853 3.79216 3.43799
C -1.94682 4.91950 4.23959
N -1.39692 2.29957 1.69661
C -2.58378 1.53825 1.62241
C -2.32132 0.52004 0.76093
N -0.99667 0.62206 0.29972
C -0.47615 1.69914 0.89549
H 1.01613 6.00663 2.90779
H 0.68942 3.93649 1.53549
H -3.04725 3.16896 3.57313
H -2.68376 5.17410 5.02048
H -3.47658 1.78912 2.16932
H -2.92636 -0.30991 0.45914
H 0.55385 2.03646 0.85576
```

Values from the calculation:
Net charge: -1
2S+1: 3
Energy relative to the best compared isomer or geometry (same formula, charge and spin) (kJ/mol): 188.0
E_LUMO (spin up / spin down) (eV): 1.1308 / 1.1307
Gap between HOMO and LUMO (spin up / spin down) (eV): 3.49 / 3.51

Let us look at the Mulliken charges, expressed in e, one per atom: 0.488 -0.602 -0.611 -1.149 0.291 0.220 0.003 0.883 -0.231 -0.650 0.040 -0.770 0.437 0.096 -0.677 0.343 0.358 -0.808 0.388 0.266 0.284 0.304 -0.518 0.103 0.403 -1.041 -0.420 1.790 -0.362 -0.958 0.264 -0.360 -0.575 -0.343 -0.255 0.399 0.257 0.236 0.380 0.302 0.477 0.317


What is the formula in the fifth record?
C17H19Cl2N3Pr